C31H32KN3OPS | the ωB97M-V functional and the def2-TZVPD basis

Cartesian coordinates (Å):
H  -5.0900  -2.0713  1.0833
H  -1.9858  4.6749  2.4320
C  2.5921  4.6530  -0.1509
H  0.3769  -1.7676  -5.2288
H  2.5801  -4.5329  3.6851
H  -3.6826  -5.3719  -1.2367
H  1.0702  -4.3575  -1.0799
K  -1.1811  1.0042  -1.1238
H  -4.0579  1.9385  1.3246
H  2.3934  7.9434  -0.9480
H  -3.5553  4.2324  1.7611
H  -0.9248  2.2213  3.5002
H  0.1124  -4.4819  3.7842
C  -2.2655  -3.8186  -0.8488
C  -3.5144  -4.4103  -0.7695
C  3.6144  5.0862  -2.2836
C  -4.3002  -2.5674  0.5335
C  -3.1047  1.4982  1.6356
C  2.6349  6.8934  -1.0423
C  -4.5428  -3.7762  -0.0893
H  3.3673  -0.3141  -1.1357
C  0.5267  -2.3345  -4.3191
H  -0.0194  3.0157  2.2214
C  2.6802  -3.3660  1.8874
H  -0.3533  -0.8395  -3.0758
C  1.3357  -4.2959  -3.1995
H  2.4759  -2.2144  0.0943
H  -4.2837  0.8411  3.3866
C  -0.7785  2.2589  2.4201
N  3.7390  0.5675  -1.4368
C  3.3109  6.4308  -2.1604
H  -1.8223  2.8796  0.6608
H  -1.4791  -4.3265  -1.3869
C  -2.7114  3.8659  2.3468
C  0.6327  -3.9922  2.9713
H  -2.5306  0.8152  3.6672
H  3.7621  -3.3692  1.8539
C  -0.0950  -3.3455  1.9817
C  -3.0430  -1.9649  0.4559
C  -2.0071  -2.5834  -0.2526
H  -5.5272  -4.2219  -0.0426
O  -3.2605  -0.6971  2.4707
P  -0.3465  -1.7846  -0.3620
S  1.5697  1.4922  -0.3284
H  4.3921  2.7286  -2.1290
H  -3.0633  3.6205  3.3513
C  -2.9533  -0.6658  1.1645
C  2.0169  -4.0132  2.9212
H  2.3522  3.9759  0.6501
H  4.7035  0.6044  -1.7246
C  0.9165  -3.7810  -1.9822
C  0.2943  -2.5331  -1.9160
H  1.4631  -3.9847  -5.3182
C  1.9563  -2.7145  0.9033
C  -2.0751  2.6346  1.7028
N  -2.7911  0.4778  0.6242
C  0.1161  -1.8178  -3.0997
H  -0.3896  1.2929  2.0860
C  3.2392  4.1859  -1.2904
C  -3.3140  0.6714  2.9251
H  1.7865  6.3572  0.8510
N  3.6200  2.8304  -1.4879
H  1.8143  -5.2662  -3.2323
C  0.5607  -2.7191  0.9250
C  3.0452  1.6751  -1.0998
H  3.6037  7.1174  -2.9432
H  -1.1761  -3.3389  2.0332
C  2.2883  6.0017  -0.0397
C  1.1390  -3.5767  -4.3699
H  4.1430  4.7302  -3.1613

Calculated values
Charge: +1
Largest force on an atom, eV/A: 1.3
HOMO, eV: -10.74

***

C7H15NO | the ωB97M-V functional and the def2-TZVPD basis

Cartesian coordinates (Å):
H  1.8537  1.2300  0.2744
C  -0.8616  0.6746  -0.1905
H  -0.9576  -1.6305  -1.7787
H  -0.3070  0.7966  -1.1267
H  1.5397  2.6524  1.4037
C  -0.8260  -0.8116  0.2261
H  1.0163  -0.7355  1.3646
H  -1.4078  -0.9012  1.1542
C  1.5475  -1.2330  -0.6072
H  -2.5112  -1.3332  -1.0196
H  -2.7226  1.0000  0.2844
C  0.5969  -1.3092  0.5393
H  -1.5408  -2.7180  -0.5129
H  1.1240  2.7479  -0.3034
H  3.1799  -0.5020  -1.3591
O  -2.1899  1.0487  -0.5179
C  -1.4980  -1.6812  -0.8375
H  1.2877  -1.8376  -1.4863
C  -0.2768  1.6222  0.8773
H  -0.3051  1.1380  1.8577
C  1.1375  2.0899  0.5635
N  2.5326  -0.4417  -0.5771
H  0.5242  -2.3601  0.8398
H  -0.9358  2.4944  0.9317

Calculated values
Charge: 0
Largest force on an atom, eV/A: 2.1
HOMO, eV: -9.70
Structure (SMILES): [H]/N=C/C[C@H](C)[C@@H](O)CC

***

C40H36F6N4O4S4Ti | the ωB97M-V functional and the def2-TZVPD basis

Cartesian coordinates (Å):
F  1.3730  5.1484  0.8711
H  2.2716  -0.7857  -3.0905
S  -7.1515  1.9795  2.6532
C  2.1460  -6.6663  -0.9616
H  2.0327  -1.9210  3.8386
H  1.4759  -3.3109  2.9091
F  -1.8164  1.9777  4.3877
C  2.3346  0.3062  -3.0293
C  0.9884  -6.0862  -0.3904
H  0.6113  -0.4093  -5.1338
H  -0.9371  0.7658  -2.0429
H  -4.8623  -2.8810  3.1209
H  2.3888  -7.7163  -0.9031
H  4.7539  -2.8893  1.8200
C  4.4788  -1.5221  0.1903
H  -5.6768  -0.4536  2.9727
C  -3.6534  1.2010  0.8043
C  -4.8798  -0.2600  2.2638
H  0.2419  -6.6541  0.1445
H  3.8545  -5.9113  -2.1166
C  -0.0882  0.5191  -2.6876
N  -2.8075  0.2571  0.4802
H  6.3860  -0.7456  -0.4352
S  2.2680  -4.1772  -1.4998
H  5.8389  -2.1346  -1.3635
O  -1.7533  3.2296  1.9668
C  0.1046  5.2604  1.3278
C  -4.7054  1.0029  1.7346
O  1.4660  0.8801  3.4574
C  2.8018  -1.9967  1.8416
Ti  -0.3698  0.5145  0.3346
H  -4.1206  3.7765  1.9185
H  0.9955  -0.9637  1.6733
C  0.7712  0.6648  -4.9964
C  1.5250  2.3735  -1.9712
H  0.8569  2.8457  -1.2552
C  1.3390  3.0219  -3.3481
C  -0.0781  2.7350  -3.8523
C  4.0722  -2.2094  1.3221
F  0.0775  1.9567  5.3887
C  -3.9923  -1.2956  1.9213
H  3.1249  -3.2810  3.5375
C  -0.2705  1.2275  -4.0310
C  2.1598  0.9331  -4.4259
F  -0.5814  5.8506  0.3063
C  -1.9693  -1.9405  0.7035
C  -2.0693  -3.2456  1.1909
C  -2.9607  -0.9516  1.0480
O  -1.0276  1.9693  -0.2676
H  -0.8069  3.1214  -3.1337
C  -7.2976  3.6593  2.9286
S  0.3077  1.4450  2.8449
F  -0.4271  3.6470  4.1658
H  -3.2095  -4.5732  2.4762
C  2.3670  2.4468  -4.3238
C  0.9084  -4.7350  -0.6045
C  -6.1493  4.3237  2.6239
H  1.4798  4.1010  -3.2460
H  2.2591  2.9035  -5.3121
C  2.3377  -2.6668  3.1023
F  0.1219  6.1515  2.3177
H  2.5452  2.5360  -1.6073
H  -0.2515  3.2460  -4.8043
C  -4.0585  -2.6310  2.4401
H  -8.2230  4.0692  3.2972
H  6.4614  -2.3599  0.2720
N  -0.9598  -1.5597  -0.1318
C  5.8670  -1.7025  -0.3609
C  3.5998  -0.6658  -0.4652
C  1.9497  -1.1223  1.1873
H  2.9183  0.4974  -5.0830
H  0.6774  1.1364  -5.9795
N  0.6322  2.3400  1.5863
C  -1.1041  -4.1742  0.7703
H  3.3785  2.6696  -3.9708
H  3.9782  -0.1471  -1.3228
H  -1.2740  1.0193  -4.4128
C  2.9242  -5.7470  -1.5990
N  1.2615  0.2685  -0.6604
O  -0.6777  0.3770  2.3687
H  -0.1247  -0.5656  -2.8487
C  -5.5251  2.1509  2.1181
C  1.2816  0.8628  -2.0476
H  -3.5168  2.1596  0.3213
C  -5.1259  3.4593  2.1580
H  3.3365  0.5727  -2.7110
H  -6.0310  5.3908  2.7343
C  -0.1241  -3.8123  -0.1360
C  -3.1447  -3.5649  2.0878
C  -0.1069  -2.4712  -0.5576
H  -1.1376  -5.1796  1.1705
S  -0.6727  3.3799  0.9977
H  0.6509  -2.1117  -1.2422
C  -0.5490  2.3389  4.2823
C  2.2858  -0.4721  -0.0175

Calculated values
Charge: 0
Largest force on an atom, eV/A: 2.8
HOMO, eV: -7.67

***

C3H4N2O | the ωB97M-V functional and the def2-TZVPD basis

Cartesian coordinates (Å):
C  -1.2542  0.8179  -0.0086
H  2.3598  -0.9337  0.0861
C  0.7971  -0.0517  -0.0173
N  2.0940  -0.0038  0.0748
O  -0.1771  -1.0598  -0.1498
N  -1.4331  -0.6845  -0.0126
H  -2.1290  1.5742  -0.1716
C  0.1188  1.1287  -0.0229
H  0.4927  2.2078  0.0847
H  -1.9031  -0.9207  1.0568

Calculated values
Charge: 0
Largest force on an atom, eV/A: 7.5
HOMO, eV: -8.80
Structure (SMILES): [H]/N=c1/cc[nH]o1

***

C20H25MoN4O8S | the ωB97M-V functional and the def2-TZVPD basis

Cartesian coordinates (Å):
H  -2.0851  5.9028  -0.6472
H  -4.3810  -0.6884  -1.7321
C  2.5004  5.1945  -1.2872
C  -1.0740  1.0209  3.6224
H  -3.0872  1.5661  -5.6256
C  1.0005  1.2132  2.4333
O  -2.7474  1.8783  -1.7106
H  1.9038  -0.4249  3.6163
H  -0.9913  2.9858  -5.5727
H  2.6838  6.2420  -1.4907
H  -5.9126  -0.7314  -2.6000
C  1.4181  -0.2629  2.6640
C  -2.8848  0.6020  -3.7272
N  1.0307  5.0098  -1.0745
C  0.3065  1.7442  3.6670
O  3.3689  -1.3640  1.6671
N  -1.1662  0.2759  -1.9310
C  -4.4068  0.4448  -3.6152
H  0.4285  7.0563  -0.9197
C  -0.0012  -0.9977  2.5654
H  -4.8014  1.3806  -3.2259
H  -0.4524  -1.7557  -4.3855
H  -1.2552  0.3988  4.4971
H  -1.6893  3.3814  -0.8510
C  -2.2835  -0.6531  -4.3479
C  -0.9693  0.1790  2.3711
H  3.0440  4.9002  -0.3944
O  0.4705  -2.9427  1.2089
H  -4.5744  -1.6899  -3.1829
H  0.2019  2.8237  3.6211
N  -0.9409  4.1079  -0.8547
H  -1.8958  1.7251  3.5360
S  1.1339  2.3308  -1.1376
H  -4.7899  0.3273  -4.6242
H  1.7579  1.8542  2.0107
H  -3.0314  2.6698  -4.2583
C  0.1353  6.0155  -0.9233
H  2.8286  4.6048  -2.1376
H  0.8807  1.5062  4.5619
C  -1.1155  5.4410  -0.7826
C  -0.4964  -0.5721  -2.7496
H  -1.9033  -0.0662  1.8997
O  -0.1536  1.0660  1.4522
O  -0.5861  -1.1667  0.2013
C  -1.0850  2.0649  -4.9956
C  -4.8339  -0.7332  -2.7313
C  -0.0147  -1.8918  1.3535
O  0.6998  -0.8193  -2.2557
H  -0.4870  2.1954  -4.0826
H  -0.6240  1.2761  -5.5958
Mo  0.3642  0.1950  -0.5504
C  2.4016  -0.7395  1.6188
N  -0.9672  -1.0594  -3.8568
H  -0.2012  -1.5925  3.4477
O  1.8752  -0.1935  0.3022
C  -2.3080  0.9753  -2.3853
C  -2.5618  1.7899  -4.6989
O  -2.7578  -1.2742  -5.2352
C  0.3600  3.8271  -1.0320

Calculated values
Charge: +3
Largest force on an atom, eV/A: 1.5
HOMO (spin up / spin down), eV: -18.69 / -18.90

***

C27H36MoN3S7 | the ωB97M-V functional and the def2-TZVPD basis

Cartesian coordinates (Å):
C  2.2661  -1.9389  -1.2846
H  -3.0254  -1.7586  3.4854
S  -0.0605  -0.5090  -3.2518
H  2.3488  3.7867  -0.5056
H  -2.7455  2.3318  -3.3153
H  -6.0730  0.0518  -1.8907
H  0.1891  -0.9562  3.1575
H  -1.0566  0.0002  2.8060
C  -5.1128  0.5254  -1.7265
C  1.2543  1.8570  -0.8956
S  2.5671  -2.7829  -3.9665
C  -1.2343  2.2497  -1.1262
H  3.2777  2.0817  -2.3486
H  0.4842  5.1683  -1.3291
N  -3.6781  -4.7640  1.9199
H  -0.6296  -2.7397  1.8357
C  4.0216  1.5869  -1.7376
C  -4.5032  0.4181  -0.4918
H  3.0930  -1.8162  -0.5851
C  -4.4980  1.2407  -2.7489
H  -3.1739  -4.0176  2.4765
H  3.4275  -3.6304  -1.9606
C  -0.1771  1.4336  -0.5196
S  3.0033  0.8853  3.4798
H  5.5781  1.9763  -3.1556
H  -4.3230  -4.2616  1.3165
N  -2.6824  0.8846  1.0119
C  -3.2568  1.8105  -2.5138
H  -1.5695  -0.6027  -1.4730
C  -3.2629  1.0167  -0.2401
C  5.9639  0.3357  -0.2247
C  5.3283  1.5280  -2.2014
H  0.4560  -1.0343  -5.4469
H  1.3512  1.5545  -1.9519
H  -2.9813  -5.1736  1.3036
C  4.6564  0.3883  0.2355
C  -0.9137  3.4756  -1.5607
S  0.8187  -2.0281  -0.1874
H  6.7192  -0.1541  0.3784
H  -4.9871  -0.1294  0.3097
C  1.4100  3.3544  -0.8289
S  1.2111  1.6535  4.0741
H  7.3301  0.8567  -1.8036
H  2.1887  -1.0325  -1.8713
H  -2.0241  1.6041  1.2852
H  1.7052  -3.9173  -2.0628
C  0.8444  -2.9362  -4.5135
H  -1.2825  -2.8875  -0.6017
H  -1.6619  -2.8095  4.1063
C  -2.6125  1.7033  -1.2804
H  4.3923  -0.0566  1.1828
H  -0.1816  -3.2923  -1.9155
H  -1.9496  -1.6846  1.2679
C  -2.1973  -2.4334  3.2291
C  2.4739  -3.1567  -2.1878
C  -0.5419  -2.4778  -1.2938
H  0.9185  -3.3850  -5.5063
C  3.6523  1.0041  -0.5168
Mo  0.6903  0.3683  0.8279
H  -3.3241  0.6544  1.7559
H  0.3514  -3.6593  -3.8654
C  -1.1795  -1.3806  -2.1282
H  -2.0092  -1.7861  -2.7125
C  -1.3442  -1.9710  2.1337
S  0.3320  2.3152  2.2799
S  2.5302  -0.8785  2.5027
C  6.3080  0.8972  -1.4479
C  0.0296  -1.6457  -4.6500
C  2.2419  0.9973  -0.0969
H  -0.9941  -1.9035  -4.9366
H  -4.9684  1.3410  -3.7181
H  -1.6917  4.0964  -1.9912
N  -0.4452  -0.7063  2.4046
C  0.3909  4.0917  -1.2565

Calculated values
Charge: -1
Largest force on an atom, eV/A: 2.3
HOMO, eV: -2.70

***

Computed relative energy (zero: lowest compared OMol25 entry of this formula, charge and spin) (eV) in order:
0.325; 1.423; 2.997; 4.600; 1.304; 0.378